Here is an isolated molecule of C7H5ClN4 in a non-equilibrium geometry from the Open Molecules 2025 dataset. Energies are from the ωB97M-V functional and the def2-TZVPD basis.

The geometry in XYZ format:
```
17
C7H5ClN4, DFT the ωB97M-V functional and the def2-TZVPD basis
C 2.51190 -0.09839 -0.05918
C 1.83732 1.09356 -0.25324
C 0.54900 1.12170 -0.26718
C -0.21363 -0.09571 -0.06394
C 0.42274 -1.25898 0.18070
C 1.80811 -1.28627 0.19844
C -2.54038 0.91340 0.43464
H 2.62323 1.92211 -0.44182
H 0.04110 2.03587 -0.56147
H -0.12717 -2.27134 0.22518
H 2.21636 -2.21078 0.29451
H -2.16140 1.83034 0.75255
N -1.66227 -0.09226 -0.04229
N -3.68810 0.44751 0.28538
N -3.61129 -0.79495 -0.29014
N -2.31168 -1.11900 -0.43162
Cl 4.30617 -0.13680 0.03944
```

Computed properties:
DFT total energy ... -948.88446 hartree
Orbital gap ... 9.62 eV
SMILES ... Clc1ccc(-n2cnnn2)cc1
LUMO level ... 0.1 eV